Below is C16H21BO7S2 in the gas phase in a non-equilibrium geometry, with properties calculated with ωB97M-V/def2-TZVPD.

**SMILES**: C#CC1=C(B(O)OCC)C(=O)C(CCCS(=O)(=O)O)=C(CSCC)C1=O
**Maximum force**: 2.4 eV/Å
**Orbital gap**: 7.6 eV
**E_tot**: -1970.1510 hartree
**HOMO energy**: -8.81 eV

Last column: Löwdin charge in e.
CARTESIAN COORDINATES (ANGSTROEM)
O -1.704 3.404 -2.789  -0.2816
O -2.474 2.889 -0.473  -0.1470
H -1.750 -5.435 0.687  0.0506
S -1.268 2.829 -1.554  0.6199
H -5.674 -1.860 0.897  0.1187
H -0.172 4.354 -0.019  0.1025
H 0.504 4.432 -1.683  0.1087
H 5.661 -1.085 1.221  0.0652
C -1.136 -3.285 0.277  -0.0550
H 3.124 -1.053 -0.491  0.0753
H 5.340 -1.491 -1.031  0.0719
C -4.862 -2.559 0.651  -0.2181
C -1.525 -0.969 0.967  0.0818
H 6.289 0.594 0.968  0.0616
H -3.567 -2.942 -1.088  0.0703
C -0.878 0.383 1.245  -0.2713
C 1.344 -0.267 0.326  -0.1470
H 2.806 0.560 -1.083  0.0809
O -0.896 1.460 -1.770  -0.2639
O -1.471 1.230 1.866  0.1138
H 0.219 2.768 1.386  0.1076
H -2.371 3.695 0.058  0.0955
S 3.902 0.547 1.122  0.8690
H -5.338 -3.112 -1.372  0.0808
H -3.693 0.539 0.402  0.1000
H 1.862 2.199 1.552  0.0860
C 0.156 3.760 -0.886  -0.1979
C 0.544 0.696 0.784  -0.0950
O 1.511 -2.626 0.059  0.1315
C 5.539 -0.145 0.664  -0.5199
H -4.608 -1.505 -1.283  0.0792
H 6.790 -0.437 -1.072  0.0723
O -3.913 -0.028 1.152  0.1649
H 2.246 3.406 -0.337  0.1230
C -0.684 -1.922 0.543  -0.0744
C 5.715 -0.473 -0.845  -0.1579
B -3.090 -1.148 1.193  -0.5737
C -4.558 -2.524 -0.862  -0.0618
H -5.251 -3.565 0.877  0.1195
C -1.446 -4.429 0.483  0.1736
C 1.325 2.826 -0.481  -0.1827
H 1.438 2.037 -1.232  0.0932
H 5.173 0.202 -1.520  0.0649
C 0.806 -1.682 0.300  -0.2604
C 0.979 2.145 0.892  -0.1326
C 2.758 -0.062 -0.178  -0.4059
O -3.702 -2.348 1.476  0.0638